w) Computed, not measured: a structure of composition C24H31BN8PPt, with wB97M-V/def2-TZVPD.

```
66
C24H31BN8PPt | the Open Molecules 2025 dataset | wB97M-V/def2-TZVPD
Pt 0.821 -1.204 -0.421
C 2.113 -0.233 -3.790
C 0.843 0.302 -3.228
C -0.032 1.242 -3.764
C -1.071 1.359 -2.859
N -0.845 0.536 -1.828
N 0.327 -0.107 -2.058
B -1.871 0.096 -0.706
N -2.041 -1.445 -0.837
C -3.116 -2.243 -0.776
C -2.694 -3.560 -0.764
C -1.303 -3.511 -0.795
C -0.304 -4.617 -0.790
N -0.927 -2.225 -0.842
N -1.265 0.326 0.732
C -1.910 0.724 1.843
C -1.299 0.173 2.949
C -0.249 -0.609 2.468
C 0.674 -1.510 3.203
N -0.236 -0.480 1.135
N -3.133 0.851 -0.908
C -4.111 0.671 -1.843
C -4.836 1.823 -1.915
C -4.219 2.707 -0.992
C -4.598 4.114 -0.674
N -3.191 2.124 -0.405
H 2.017 -0.358 -4.867
H 2.939 0.462 -3.625
H 2.364 -1.204 -3.362
H 0.070 1.748 -4.709
H -1.968 1.957 -2.895
H -4.111 -1.833 -0.737
H -3.310 -4.442 -0.739
H -0.808 -5.577 -0.718
H 0.287 -4.615 -1.706
H 0.373 -4.535 0.063
H -2.766 1.371 1.753
H -1.585 0.294 3.980
H 0.098 -2.130 3.890
H 1.220 -2.170 2.527
H 1.392 -0.943 3.794
H -4.214 -0.250 -2.394
H -5.699 2.015 -2.529
H -5.678 4.242 -0.715
H -4.246 4.391 0.317
H -4.156 4.804 -1.395
C 4.129 -0.212 -0.777
P 2.606 0.205 0.097
C 2.133 1.871 -0.408
C 3.026 0.271 1.840
C 3.874 -0.696 2.387
C 4.234 -0.625 3.722
C 3.749 0.407 4.518
C 2.897 1.363 3.981
C 2.532 1.298 2.646
H 4.566 -1.124 -0.375
H 4.838 0.605 -0.631
H 3.951 -0.350 -1.840
H 2.881 2.581 -0.052
H 1.153 2.132 -0.006
H 2.082 1.923 -1.495
H 4.264 -1.507 1.784
H 4.901 -1.368 4.140
H 4.041 0.467 5.558
H 2.526 2.168 4.600
H 1.874 2.058 2.243
```

- Kohn-Sham gap (spin up / spin down) (eV) = 6.18 / 5.31
- net charge = +2
- ⟨S²⟩ = 0.7526
- 2S+1 = 2
- HOMO energy (spin up / spin down) (eV) = -14.196 / -14.195

x) Computed, not measured: a structure of composition C24H31BN8PPt, with wB97M-V/def2-TZVPD.

```
66
C24H31BN8PPt | the Open Molecules 2025 dataset | wB97M-V/def2-TZVPD
Pt -0.800 -0.978 0.107
C -0.926 -1.251 3.761
C 0.243 -0.670 3.053
C 1.415 -0.149 3.590
C 2.227 0.147 2.514
N 1.587 -0.163 1.382
N 0.369 -0.653 1.711
B 2.225 -0.304 -0.048
N 1.998 -1.787 -0.478
C 2.755 -2.756 -1.012
C 1.952 -3.843 -1.302
C 0.663 -3.469 -0.930
C -0.620 -4.222 -1.016
N 0.722 -2.225 -0.433
N 1.406 0.529 -1.077
C 1.835 1.237 -2.128
C 0.796 1.397 -3.021
C -0.297 0.739 -2.467
C -1.633 0.516 -3.078
N 0.086 0.255 -1.268
N 3.646 0.089 0.007
C 4.724 -0.608 0.474
C 5.745 0.276 0.656
C 5.211 1.536 0.293
C 5.895 2.865 0.321
N 3.951 1.427 -0.079
H -0.580 -1.942 4.529
H -1.550 -1.822 3.074
H -1.526 -0.489 4.260
H 1.646 -0.031 4.635
H 3.229 0.545 2.477
H 3.810 -2.611 -1.171
H 2.258 -4.780 -1.735
H -0.594 -5.108 -0.382
H -0.812 -4.546 -2.038
H -1.471 -3.611 -0.694
H 2.859 1.568 -2.163
H 0.823 1.914 -3.964
H -1.515 0.393 -4.154
H -2.297 1.357 -2.914
H -2.115 -0.384 -2.691
H 4.681 -1.668 0.668
H 6.748 0.061 0.984
H 6.889 2.798 -0.119
H 6.017 3.211 1.347
H 5.314 3.605 -0.225
C -3.702 -0.650 1.875
P -2.587 0.348 0.853
C -2.028 1.713 1.879
C -3.641 1.048 -0.407
C -4.665 0.279 -0.963
C -5.522 0.843 -1.896
C -5.359 2.169 -2.274
C -4.346 2.939 -1.718
C -3.480 2.381 -0.791
H -3.991 -1.581 1.389
H -4.597 -0.047 2.043
H -3.243 -0.880 2.830
H -2.890 2.295 2.205
H -1.339 2.351 1.326
H -1.503 1.320 2.748
H -4.807 -0.755 -0.674
H -6.325 0.252 -2.315
H -6.029 2.606 -3.002
H -4.235 3.977 -2.002
H -2.700 2.995 -0.360
```

- Kohn-Sham gap (spin up / spin down) (eV) = 5.84 / 5.41
- net charge = +2
- ⟨S²⟩ = 0.7526
- 2S+1 = 2
- HOMO energy (spin up / spin down) (eV) = -14.118 / -14.117

Which one sits at the bottom of the stability order? x) does.

w) Computed, not measured: a structure of composition C4H10N2S, with wB97M-V/def2-TZVPD.

```
17
C4H10N2S | the Open Molecules 2025 dataset | wB97M-V/def2-TZVPD
C 0.785 1.678 -0.681
C 0.007 0.561 0.178
C 0.651 0.249 1.543
C -1.527 -0.963 -0.513
H -0.081 2.419 -1.404
H 0.983 2.495 -0.148
H 1.817 1.395 -1.046
H -1.026 1.050 0.189
H 1.681 -0.250 1.428
H 0.045 -0.260 2.431
H 0.795 1.298 1.829
H 0.631 -2.691 0.445
H -2.244 -0.352 0.323
H -1.241 -2.382 -1.939
N -0.246 -0.571 -0.702
N -2.094 -1.894 -1.279
S 1.063 -1.781 -0.655
```

- Kohn-Sham gap (eV) = 9.30
- HOMO energy (eV) = -9.008

x) Computed, not measured: the molecule C4H10N2S, with wB97M-V/def2-TZVPD.

```
17
C4H10N2S | the Open Molecules 2025 dataset | wB97M-V/def2-TZVPD
H -1.704 2.012 -0.582
N -1.144 1.211 -0.388
C -1.706 0.095 -0.133
N -2.917 -0.380 0.082
S -0.627 -1.442 -0.194
C 1.170 -0.749 0.025
C 1.435 0.231 1.254
C 1.390 -0.067 -1.218
H -2.889 -1.203 0.887
H -3.676 0.165 0.550
H 1.598 -1.741 0.113
H 0.487 0.899 1.379
H 2.423 0.997 1.094
H 1.744 -0.621 1.975
H 2.547 0.054 -1.551
H 1.021 -0.429 -2.173
H 0.847 0.968 -1.120
```

- Kohn-Sham gap (eV) = 9.25
- HOMO energy (eV) = -8.650

y) Computed, not measured: the molecule C4H10N2S, with wB97M-V/def2-TZVPD.

```
17
C4H10N2S | the Open Molecules 2025 dataset | wB97M-V/def2-TZVPD
N 1.227 -1.379 -0.921
C -0.249 -1.462 -0.766
C -0.875 -0.127 -0.272
C 0.039 1.071 -0.109
N -0.706 2.226 -0.319
C -0.437 0.253 1.078
S 0.707 -0.727 2.146
H 1.869 -0.823 -0.018
H 1.381 -2.521 -0.985
H -0.417 -2.223 0.199
H -0.619 -1.861 -1.705
H -1.964 -0.035 -0.424
H 1.063 0.921 -0.621
H -0.726 2.351 -1.406
H -0.495 3.189 0.057
H -1.193 0.694 1.626
H 1.396 0.453 2.441
```

- Kohn-Sham gap (eV) = 9.15
- HOMO energy (eV) = -8.369

Which one sits at the bottom of the stability order? w) does.

w) Computed, not measured: a cluster of 7 separate species, C7H25NO6 in total, with wB97M-V/def2-TZVPD.

```
39
C7H25NO6 | the Open Molecules 2025 dataset | wB97M-V/def2-TZVPD
C 1.204 -2.374 0.061
C 1.599 -1.653 1.102
C 2.087 -0.227 0.929
C 1.043 0.858 1.065
C -0.064 0.586 1.767
C 1.319 2.241 0.530
C 0.260 2.745 -0.458
N 0.371 2.139 -1.804
H 1.234 -1.866 -0.895
H 0.846 -3.387 0.193
H 1.540 -1.995 2.124
H 2.656 -0.137 -0.002
H 2.916 -0.154 1.647
H -0.714 1.439 1.959
H -0.349 -0.420 2.014
H 1.390 2.924 1.381
H 2.298 2.298 0.048
H -0.742 2.562 -0.107
H 0.493 3.795 -0.613
H -0.357 1.437 -1.884
H 1.246 1.641 -1.979
O -1.853 0.557 -2.393
H -2.034 1.384 -2.850
H -2.443 0.393 -1.632
O -3.193 -2.928 0.138
H -2.669 -3.227 0.892
H -2.500 -2.804 -0.536
O 3.053 0.660 -2.304
H 3.311 1.263 -1.591
H 3.064 1.266 -3.058
O -2.485 -0.103 0.165
H -1.545 0.058 0.337
H -2.621 -0.968 0.590
O -1.371 -1.059 3.887
H -2.181 -0.554 3.738
H -0.683 -0.426 4.111
O -1.281 -2.236 -1.857
H -0.974 -1.350 -2.107
H -1.875 -2.378 -2.607
```

- Kohn-Sham gap (eV) = 9.44
- HOMO energy (eV) = -8.959

x) Computed, not measured: a cluster of 7 separate species, C7H25NO6 in total, with wB97M-V/def2-TZVPD.

```
39
C7H25NO6 | the Open Molecules 2025 dataset | wB97M-V/def2-TZVPD
C -3.356 0.664 1.137
C -2.668 0.230 -0.125
C -2.579 -1.045 -0.481
C -1.830 -1.506 -1.719
C -0.337 -1.604 -1.465
C 0.556 -0.572 -2.060
C 0.115 -2.627 -0.709
N 1.441 -2.940 -0.446
H -4.038 -0.094 1.524
H -3.913 1.600 0.992
H -2.599 0.829 1.914
H -2.291 1.071 -0.692
H -2.976 -1.838 0.129
H -2.022 -0.788 -2.528
H -2.220 -2.474 -2.081
H 1.621 -0.805 -1.967
H 0.391 0.411 -1.607
H 0.408 -0.505 -3.147
H -0.561 -3.374 -0.297
H 2.120 -2.213 -0.616
H 1.586 -3.334 0.472
O 3.637 -0.382 0.538
H 3.483 -1.006 1.256
H 3.111 0.414 0.754
O -0.108 3.744 -2.064
H 0.544 4.052 -2.704
H -0.309 2.841 -2.328
O 0.259 -0.164 2.006
H 0.936 0.545 1.855
H -0.225 -0.306 1.179
O 0.931 3.886 0.418
H 0.571 3.870 -0.501
H 0.221 4.257 0.954
O 1.551 -2.500 2.466
H 0.889 -3.027 2.917
H 1.089 -1.636 2.297
O 2.174 1.714 1.488
H 1.727 2.479 1.033
H 2.673 2.132 2.210
```

- Kohn-Sham gap (eV) = 7.38
- HOMO energy (eV) = -7.335

y) Computed, not measured: a cluster of 7 separate species, C7H25NO6 in total, with wB97M-V/def2-TZVPD.

```
39
C7H25NO6 | the Open Molecules 2025 dataset | wB97M-V/def2-TZVPD
C 1.241 3.053 -0.474
C 1.273 1.859 0.123
C 0.016 1.020 0.244
C -0.975 1.804 1.081
C -2.422 1.292 0.849
C -0.021 -0.125 -0.474
C 0.989 -0.463 -1.582
N -0.952 -1.166 -0.240
H 1.975 3.815 -0.719
H 0.344 3.289 -1.000
H 2.179 1.387 0.453
H -1.104 2.902 1.101
H -0.592 1.783 2.153
H -2.783 1.554 -0.222
H -2.638 0.242 0.926
H -3.087 1.888 1.512
H 1.181 -1.540 -1.526
H 1.849 0.185 -1.425
H 0.608 -0.305 -2.605
H -0.682 -2.037 -0.701
H -1.363 -1.041 0.680
O 3.657 -0.833 0.334
H 4.041 -0.928 1.203
H 3.853 -1.515 -0.310
O -1.438 -1.634 -3.039
H -1.598 -1.253 -3.914
H -1.013 -2.452 -3.336
O -1.873 -1.475 2.488
H -1.468 -0.586 2.440
H -2.572 -1.099 3.072
O -1.539 1.374 -3.042
H -1.794 1.193 -2.126
H -1.042 2.194 -2.943
O 0.818 -1.498 2.397
H 0.101 -1.958 2.863
H 0.565 -0.616 2.103
O 2.120 -3.114 0.983
H 2.592 -2.860 1.780
H 1.553 -2.335 0.891
```

- Kohn-Sham gap (eV) = 7.83
- HOMO energy (eV) = -7.478

Which one sits at the bottom of the stability order? y) does.